[1]
The following is a quantum chemistry calculation of C23H17AsN10O2S6SeSn as an isolated structure, from the OMol25 dataset.

Relative energy (zero: lowest compared OMol25 entry of this formula, charge and spin) ... 11.3 kcal per mole
HOMO ... -1.6 eV
Kohn-Sham gap ... 5.4 eV
Electronic energy ... -240156.2004 eV

```
! RIJCOSX wB97M-V def2-TZVPD def2/J DEFGRID3
* xyz -2 1
Sn -0.6037 -0.0996 -0.5274
O 4.3209 -0.8279 -0.5457
C 3.1325 -0.7366 -0.2207
N 2.0561 -1.0556 -0.9637
C 2.1547 -1.9448 -1.9890
O 2.8493 -2.9527 -2.0440
C 1.2575 -1.6359 -3.1762
C 0.7443 -2.6740 -3.9418
C -0.0848 -2.3664 -5.0041
C -0.3464 -1.0351 -5.2918
C 0.2297 -0.0658 -4.4912
N 1.0115 -0.3545 -3.4508
C 2.8630 -0.1275 1.1375
C 3.4029 -0.7162 2.2757
C 3.1925 -0.1095 3.5000
C 2.4738 1.0773 3.5493
C 1.9820 1.5912 2.3603
N 2.1635 1.0053 1.1776
H 0.9832 -3.6923 -3.6696
H -0.5426 -3.1539 -5.5905
H -1.0128 -0.7573 -6.0974
H 0.0445 0.9914 -4.6583
H 3.9660 -1.6366 2.1891
H 3.5726 -0.5566 4.4111
H 2.2781 1.5814 4.4866
H 1.4020 2.5095 2.3507
N 2.2724 2.2389 -2.2229
C 1.3706 2.9708 -1.5158
N 0.1152 2.6793 -1.4171
C -0.5782 3.5977 -0.6607
C 0.1602 4.6396 -0.1989
S 1.8018 4.4832 -0.7238
C -1.9858 3.3068 -0.3333
C -2.7898 4.0777 0.4401
S -4.3219 3.3098 0.6642
C -3.7524 1.9566 -0.3225
N -2.5396 2.1159 -0.7608
N -4.5530 0.9111 -0.6135
H 1.8951 1.3261 -2.4872
H 3.2097 2.2038 -1.8562
H -0.1373 5.4643 0.4297
H -2.5686 5.0247 0.9059
H -5.2960 0.6827 0.0238
H -4.0603 0.0997 -1.0080
S -5.2613 -3.2831 -1.2562
As -3.1797 -3.4813 -0.9921
S -2.3787 -1.4176 -1.6912
S -2.9807 -3.3175 1.3544
S -1.2070 -4.2162 1.6464
Se -2.4625 1.1682 3.4181
N -1.6735 -0.0382 4.5114
C -1.0643 -0.8960 3.7603
C -0.2196 -1.9773 4.2257
C 0.3533 -2.7655 3.3098
C 0.0508 -2.6588 1.8593
N -0.5250 -1.4667 1.4042
C -1.1562 -0.6952 2.3034
N -1.8513 0.3623 1.9260
H -0.0476 -2.1029 5.2875
H 1.0177 -3.5690 3.6096
H 0.8531 -2.9913 1.2049
*
```

Atomic partial charges in e from the Löwdin method, atoms 1 to 8:
1. Sn 0.99
2. O 0.02
3. C -0.50
4. N 0.07
5. C -0.47
6. O 0.05
7. C -0.23
8. C -0.01

=====

[2]
The following is a quantum chemistry calculation of a 3-piece molecular cluster, C4H15N2O2 overall, from the OMol25 dataset.

Relative energy (zero: lowest compared OMol25 entry of this formula, charge and spin) ... 35.6 kcal per mole
HOMO ... -12.8 eV
Kohn-Sham gap ... 9.8 eV
Electronic energy ... -11459.7117 eV

```
! RIJCOSX wB97M-V def2-TZVPD def2/J DEFGRID3
* xyz 1 1
C -1.6903 1.5607 -1.6154
C -1.0510 1.2812 -0.2004
C 0.1751 0.4069 -0.2820
C 1.3784 0.9774 -0.4331
N 2.6327 0.2046 -0.3151
N -0.0151 -0.9592 -0.1068
H -1.0281 1.1382 -2.3803
H -2.5659 0.9194 -1.6854
H -1.8916 2.5913 -1.8757
H -0.9495 2.2229 0.3400
H -1.8240 0.7228 0.3119
H 1.4621 2.0219 -0.6819
H 3.3610 0.9116 -0.2581
H 2.7980 -0.3706 -1.1382
H 2.6918 -0.3937 0.5198
H -0.1205 -1.5318 -0.9298
H -0.6410 -1.2094 0.6506
H 1.9127 -1.1832 2.6079
H 1.9301 -2.5213 1.9314
O 2.3542 -1.6533 1.8860
H -3.3745 -1.0614 1.4820
H -2.9050 -2.4905 1.0509
O -2.6396 -1.5846 1.1217
*
```

Atomic partial charges in e from the Löwdin method, atoms 1 to 8:
1. C -0.06
2. C -0.17
3. C -0.34
4. C -0.04
5. N 0.20
6. N 0.11
7. H 0.07
8. H 0.07

=====

[3]
The following is a quantum chemistry calculation of one molecule with the formula CH4BrP, from the OMol25 dataset.

Relative energy (zero: lowest compared OMol25 entry of this formula, charge and spin) ... 12.4 kcal per mole
SMILES ... CPBr
HOMO ... -9.4 eV
Kohn-Sham gap ... 10.1 eV
Electronic energy ... -80432.7468 eV

```
! RIJCOSX wB97M-V def2-TZVPD def2/J DEFGRID3
* xyz 0 1
C -0.6211 0.5167 0.1155
P 0.0947 -1.1462 -0.4411
Br 1.8817 -0.5910 -1.6444
H -1.0544 1.3481 -0.4506
H 0.1309 0.9710 0.8067
H -1.4639 0.1152 0.7429
H 1.0322 -1.2138 0.8712
*
```

The Löwdin scheme yields these atomic charges, measured in e:
1. C -0.46
2. P 0.35
3. Br 0.09
4. H 0.03
5. H 0.02
6. H 0.02
7. H -0.04